C11H14NO2S | ωB97M-V with the def2-TZVPD basis set

Each line ends with the natural charge from an NBO analysis.
Atoms and positions in Å:
C: 1.554 -3.203 -1.667  -0.198
C: 2.125 -2.329 -2.704  -0.323
C: 1.143 -2.704 -0.390  -0.294
C: 2.052 -0.925 -2.422  -0.147
C: 1.065 -1.297 -0.148  0.200
C: 1.549 -0.543 -1.210  -0.391
C: 0.400 0.749 0.802  -0.481
C: -1.205 1.170 2.708  -0.613
C: -2.156 0.375 0.634  -0.617
C: -1.185 2.605 0.636  -0.592
C: -1.012 1.192 1.155  -0.105
N: 0.476 -0.758 0.873  -0.564
O: 0.120 1.593 -1.853  -1.005
O: 2.218 1.968 -0.703  -0.987
S: 1.030 1.143 -0.796  2.107
H: 1.572 -4.275 -1.911  0.192
H: 2.303 -2.764 -3.652  0.196
H: 0.638 -3.470 0.228  0.191
H: 2.294 -0.173 -3.211  0.225
H: -1.693 2.138 2.979  0.195
H: -1.864 0.380 3.028  0.185
H: -0.212 1.088 3.107  0.226
H: -3.062 0.847 0.922  0.190
H: -2.112 -0.702 0.896  0.187
H: -2.243 0.286 -0.432  0.215
H: -2.319 2.793 0.570  0.176
H: -0.772 2.691 -0.313  0.238
H: -0.742 3.408 1.291  0.198
H: 0.038 -1.282 1.579  0.393

Values from the calculation:
Total charge: -1
SMILES: CC(C)(C)C1=[S@@](=O)([O-])c2ccccc2N1
Gap between HOMO and LUMO in eV: 6.096
HOMO level in eV: -2.7
Energy relative to the best compared isomer or geometry (same formula, charge and spin) in eV: 0.140
E_tot in eV: -28052.6179